301
Properties=species:S:1:pos:R:3:mulliken_charge:R:1 method="wB97M-V/def2-TZVPD" smiles=CC1(C)CCCC(C)(C)N1O.CC1(C)CCCC(C)(C)N1O.CC1(C)CCCC(C)(C)N1O.CC1(C)CCCC(C)(C)N1O.CC1(C)CCCC(C)(C)N1O.CC1(C)CCCC(C)(C)N1O.CC1(C)CCCC(C)(C)N1O.CC1(C)CCCC(C)(C)N1O.COC[C@H](C)N.COC[C@H](C)N.COC[C@H](C)N.OCCO homo_ev=-7.3224
C 20.765 18.843 24.218 -2.48
C 20.040 19.206 25.566 1.66
C 20.976 20.230 26.325 -1.77
C 18.683 19.878 25.152 0.12
C 17.607 19.807 26.225 -0.99
C 17.442 18.382 26.800 -1.22
C 18.768 17.736 27.332 1.72
C 19.026 18.298 28.706 -1.99
C 18.419 16.235 27.315 -1.92
N 19.778 17.930 26.307 0.97
O 20.887 17.175 26.515 -0.56
H 20.233 18.068 23.667 0.46
H 20.783 19.742 23.602 0.35
H 21.787 18.525 24.426 0.61
H 21.915 19.777 26.643 0.44
H 21.264 21.103 25.739 0.34
H 20.508 20.524 27.265 0.36
H 18.952 20.887 24.842 0.11
H 18.371 19.330 24.263 -0.37
H 17.925 20.488 27.015 0.63
H 16.647 20.228 25.925 0.26
H 17.008 17.894 25.928 0.04
H 16.666 18.434 27.564 0.63
H 18.931 19.378 28.813 0.32
H 20.003 18.050 29.119 0.38
H 18.300 17.932 29.433 0.46
H 18.406 15.687 26.373 0.20
H 17.487 16.049 27.849 0.45
H 19.160 15.702 27.912 0.44
H 20.763 16.549 25.798 0.33
C 22.997 21.590 13.780 -2.00
C 22.963 20.939 15.166 1.47
C 23.824 19.632 15.248 -1.59
C 23.537 21.962 16.113 -1.31
C 23.196 21.534 17.553 -1.05
C 21.675 21.497 17.805 -0.44
C 20.887 20.633 16.767 2.68
C 20.756 19.142 17.262 0.11
C 19.585 21.249 16.563 -0.61
N 21.511 20.752 15.399 0.16
O 21.079 19.779 14.539 -0.26
H 22.426 21.095 12.994 0.31
H 22.535 22.575 13.849 0.44
H 23.985 21.741 13.346 0.44
H 23.534 18.983 14.422 0.36
H 24.882 19.895 15.227 0.38
H 23.578 19.026 16.120 0.18
H 24.626 21.966 16.069 0.56
H 23.219 22.995 15.972 0.24
H 23.720 20.628 17.859 0.06
H 23.605 22.279 18.236 0.66
H 21.299 22.515 17.905 0.68
H 21.737 21.001 18.773 -0.34
H 21.627 18.496 17.372 -0.30
H 20.009 18.568 16.714 -0.59
H 20.444 19.201 18.304 -0.29
H 18.965 21.144 17.454 -0.49
H 19.041 20.745 15.764 -0.45
H 19.659 22.325 16.404 0.59
H 20.761 20.250 13.765 0.31
C 14.227 12.752 19.611 -2.08
C 14.715 12.552 21.106 1.68
C 13.491 12.683 22.076 -1.87
C 15.163 11.098 21.163 -0.70
C 15.993 10.834 22.472 -0.99
C 17.180 11.831 22.477 -1.53
C 16.802 13.352 22.390 2.05
C 16.116 13.929 23.687 -1.96
C 18.173 14.008 22.134 -1.90
N 15.852 13.488 21.268 0.87
O 15.543 14.796 20.905 -0.03
H 13.722 13.717 19.573 0.59
H 15.020 12.896 18.877 0.02
H 13.486 12.023 19.283 0.42
H 13.869 12.666 23.098 0.39
H 12.987 13.638 21.929 0.35
H 12.733 11.911 21.940 0.41
H 14.288 10.448 21.144 0.67
H 15.747 10.752 20.310 -0.36
H 15.404 10.978 23.378 0.35
H 16.372 9.815 22.387 0.52
H 17.797 11.389 21.694 0.28
H 17.781 11.643 23.367 0.52
H 15.808 13.003 24.173 0.54
H 15.230 14.539 23.513 0.41
H 16.904 14.423 24.254 0.20
H 18.838 13.733 22.952 0.58
H 18.134 15.092 22.026 0.31
H 18.572 13.525 21.242 0.12
H 16.074 14.964 20.122 -0.01
C 18.478 22.954 19.701 -1.03
C 18.294 22.138 20.968 1.66
C 18.425 20.608 20.677 -0.82
C 19.408 22.509 21.941 0.05
C 19.204 23.822 22.568 -1.25
C 17.843 23.958 23.222 -1.05
C 16.558 23.531 22.333 0.91
C 15.317 23.293 23.328 -1.32
C 16.244 24.718 21.324 -1.61
N 16.932 22.321 21.530 -0.27
O 15.896 21.754 20.825 2.50
H 19.325 22.546 19.149 -0.28
H 17.625 22.974 19.023 -0.11
H 18.698 24.016 19.811 0.48
H 18.012 20.446 19.681 -0.53
H 19.486 20.391 20.553 0.44
H 18.021 20.051 21.522 -0.44
H 19.495 21.786 22.753 -0.42
H 20.339 22.405 21.384 0.43
H 20.035 24.101 23.216 0.51
H 19.354 24.642 21.866 0.46
H 17.702 25.029 23.367 0.44
H 17.860 23.442 24.182 0.29
H 15.093 24.225 23.847 0.45
H 15.711 22.503 23.967 0.17
H 14.470 22.826 22.824 0.12
H 15.460 24.410 20.632 0.32
H 17.087 25.127 20.767 0.30
H 15.803 25.515 21.922 0.60
H 15.485 21.101 21.397 -0.81
C 20.793 14.822 17.216 -1.00
C 21.734 14.968 15.962 2.81
C 21.100 15.986 15.028 -1.41
C 23.072 15.556 16.447 -0.87
C 23.882 14.494 17.307 -0.62
C 24.007 13.247 16.426 -2.11
C 22.744 12.598 15.812 2.23
C 23.264 11.702 14.680 -1.99
C 22.115 11.832 16.960 -1.50
N 21.948 13.651 15.230 -0.26
O 20.711 13.188 14.757 -0.05
H 20.897 15.780 17.726 -0.09
H 19.765 14.540 16.987 -0.24
H 21.128 14.169 18.022 0.66
H 20.072 15.719 14.784 -0.10
H 21.049 16.966 15.503 -0.52
H 21.715 16.131 14.139 0.84
H 23.771 15.840 15.661 0.57
H 22.903 16.493 16.979 -0.49
H 24.800 14.860 17.766 1.03
H 23.359 14.210 18.221 0.20
H 24.699 12.637 17.006 0.57
H 24.587 13.699 15.622 0.39
H 22.510 10.999 14.326 0.39
H 24.109 11.131 15.066 0.44
H 23.607 12.174 13.760 0.40
H 21.057 12.091 16.926 -0.11
H 22.449 11.991 17.986 0.28
H 22.308 10.765 16.855 0.54
H 20.800 13.488 13.850 0.29
C 13.925 20.391 18.686 0.35
C 13.571 21.440 17.557 1.25
C 14.651 21.245 16.475 -1.52
C 12.233 21.112 16.866 0.20
C 11.036 21.269 17.867 -0.72
C 11.041 22.697 18.451 -1.54
C 12.384 23.281 18.999 2.05
C 12.416 24.834 18.923 -2.12
C 12.590 22.845 20.440 -2.17
N 13.470 22.815 18.075 0.38
O 14.667 23.342 18.272 -0.59
H 13.330 20.595 19.577 0.21
H 13.764 19.405 18.250 0.36
H 14.983 20.413 18.946 -1.35
H 14.612 20.237 16.061 -0.12
H 14.368 21.911 15.660 0.85
H 15.639 21.520 16.846 -0.04
H 12.014 21.725 15.992 0.48
H 12.315 20.111 16.443 -0.90
H 10.034 21.099 17.473 0.59
H 11.228 20.479 18.593 0.33
H 10.213 22.749 19.158 0.36
H 10.705 23.395 17.684 0.54
H 12.224 25.174 17.906 0.48
H 13.366 25.286 19.207 0.30
H 11.636 25.285 19.536 0.47
H 12.173 21.863 20.666 0.43
H 12.176 23.629 21.075 0.56
H 13.647 22.811 20.704 0.54
H 15.078 22.997 19.068 0.10
C 18.048 12.095 17.989 -0.54
C 17.680 11.137 16.916 2.20
C 18.886 10.277 16.393 -1.50
C 16.640 10.145 17.499 -1.30
C 15.952 9.204 16.466 -1.01
C 15.302 10.144 15.460 -1.24
C 16.192 11.230 14.761 2.08
C 17.147 10.602 13.708 -1.66
C 15.283 12.261 14.072 -2.30
N 16.959 11.894 15.852 -0.03
O 17.661 12.999 15.438 1.17
H 18.237 11.632 18.957 0.44
H 19.040 12.490 17.765 -0.75
H 17.551 13.063 18.050 -0.32
H 18.669 9.507 15.653 0.36
H 19.586 10.914 15.853 0.13
H 19.440 9.775 17.187 0.39
H 16.977 9.523 18.328 0.62
H 15.866 10.754 17.967 -0.10
H 16.655 8.505 16.014 0.34
H 15.141 8.623 16.905 0.54
H 14.624 10.772 16.039 0.34
H 14.669 9.617 14.747 0.40
H 17.272 9.543 13.934 0.35
H 18.124 11.086 13.721 0.13
H 16.867 10.651 12.656 0.45
H 15.861 13.066 13.617 0.57
H 14.613 12.734 14.790 0.14
H 14.646 11.825 13.303 0.45
H 18.517 12.584 15.307 -0.38
C 16.062 21.000 13.270 -1.34
C 15.344 19.852 12.479 1.44
C 13.832 20.093 12.527 -1.85
C 15.821 19.897 10.994 -1.39
C 17.211 19.363 10.819 -0.57
C 17.411 17.948 11.510 -1.31
C 16.945 17.812 13.036 2.71
C 16.974 16.331 13.403 -2.47
C 17.897 18.602 13.955 -1.41
N 15.638 18.501 13.044 -0.11
O 14.879 18.231 14.188 1.63
H 16.168 20.763 14.329 -0.15
H 17.016 21.328 12.858 0.34
H 15.594 21.981 13.196 0.54
H 13.557 21.055 12.094 0.47
H 13.166 19.342 12.103 0.32
H 13.561 20.235 13.574 0.22
H 15.209 19.141 10.502 0.39
H 15.682 20.867 10.515 0.36
H 17.573 19.159 9.811 0.46
H 17.810 20.092 11.364 0.16
H 18.501 17.940 11.537 0.28
H 17.060 17.059 10.987 0.49
H 17.988 15.945 13.509 0.56
H 16.359 15.677 12.785 0.69
H 16.553 16.122 14.386 -0.20
H 18.184 19.637 13.770 0.14
H 18.839 18.073 14.098 0.47
H 17.439 18.538 14.942 -0.21
H 14.403 17.423 13.982 -0.32
C 9.849 18.274 16.004 -0.61
O 10.561 17.059 15.881 -0.44
C 11.660 17.171 15.001 -0.38
C 12.351 15.809 14.902 0.49
C 12.984 15.414 16.257 -1.10
N 13.462 15.766 14.030 -0.63
H 8.889 17.951 16.408 0.36
H 9.704 18.680 15.004 0.33
H 10.277 18.993 16.703 0.12
H 11.396 17.623 14.045 0.59
H 12.364 17.937 15.324 -0.25
H 11.620 15.049 14.625 0.55
H 13.499 16.270 16.694 -0.14
H 13.783 14.674 16.224 0.06
H 12.175 15.118 16.924 0.49
H 13.803 14.838 13.823 -0.02
H 13.100 16.022 13.122 0.30
C 25.610 15.782 23.362 -0.84
O 24.900 16.606 22.432 -0.24
C 25.286 16.279 21.107 -0.75
C 24.914 17.550 20.174 0.26
C 23.426 17.961 20.103 -0.45
N 25.295 17.340 18.824 -0.54
H 25.473 14.711 23.215 0.32
H 25.302 16.016 24.381 0.25
H 26.667 16.045 23.357 0.34
H 26.355 16.125 20.962 0.47
H 24.792 15.360 20.792 0.31
H 25.410 18.382 20.674 0.43
H 23.321 18.789 19.403 -0.19
H 23.125 18.111 21.140 0.40
H 22.900 17.079 19.738 -0.03
H 24.756 16.603 18.393 -0.26
H 26.251 17.013 18.832 0.33
C 20.027 17.185 20.579 -0.65
O 19.289 17.340 19.380 0.88
C 18.131 16.525 19.239 -0.23
C 17.300 16.931 18.030 1.45
C 16.802 18.397 18.141 0.11
N 16.226 15.976 17.699 0.41
H 20.784 17.969 20.570 -0.24
H 20.475 16.193 20.517 0.58
H 19.476 17.436 21.485 -0.16
H 18.313 15.455 19.142 0.30
H 17.500 16.648 20.120 -0.50
H 17.974 16.830 17.179 -0.10
H 16.136 18.686 17.328 -0.11
H 17.667 19.060 18.172 -0.55
H 16.311 18.469 19.111 -0.23
H 15.795 16.215 16.817 -0.34
H 16.652 15.069 17.574 -0.26
O 14.868 17.061 22.606 -0.77
C 15.818 18.102 22.602 1.26
C 15.293 19.433 23.280 -0.25
O 14.205 20.022 22.611 -0.50
H 15.277 16.315 22.162 0.21
H 16.669 17.704 23.155 0.20
H 16.131 18.383 21.597 -0.72
H 16.156 20.097 23.335 -0.48
H 15.105 19.191 24.326 0.43
H 13.615 19.273 22.498 0.48